Record 1
The following is a quantum chemistry calculation of 18 unconnected molecules or ions with the total composition C96H112F20N26O40S20 at a distorted geometry, from OMol25.

Calculated values
molecular weight: 3291.4 g mol⁻¹
LUMO: -13.508 eV
Kohn-Sham gap: 0.954 eV

The geometry in ORCA input format:
```
! wB97M-V def2-TZVPD RIJCOSX def2/J DEFGRID3
* xyz 6 1
C -8.054 5.964 -6.086
N -6.735 6.191 -5.471
C -6.604 5.865 -4.177
C -5.356 6.086 -3.569
C -4.263 6.583 -4.334
C -4.505 6.999 -5.673
C -5.777 6.778 -6.240
C -2.790 6.528 -3.928
C -2.387 6.950 -2.674
C -1.079 6.919 -2.346
N -0.102 6.371 -3.113
C -0.427 5.871 -4.315
C -1.718 6.046 -4.824
C 1.259 6.307 -2.658
H -8.581 5.320 -5.382
H -7.855 5.435 -7.019
H -8.624 6.886 -6.198
H -7.495 5.460 -3.720
H -5.172 5.759 -2.556
H -3.715 7.273 -6.357
H -6.146 7.029 -7.224
H -3.048 7.352 -1.921
H -0.746 7.312 -1.396
H 0.379 5.328 -4.787
H -1.996 5.782 -5.834
H 1.738 5.429 -3.093
H 1.227 6.301 -1.569
H 1.824 7.140 -3.077
C -4.454 -3.121 -5.414
N -5.701 -2.787 -4.658
C -5.644 -2.460 -3.291
C -6.845 -2.353 -2.547
C -8.051 -2.374 -3.192
C -8.097 -2.584 -4.588
C -6.895 -2.899 -5.229
C -9.296 -2.353 -2.371
C -10.386 -3.186 -2.700
C -11.571 -3.078 -1.971
N -11.561 -2.253 -0.832
C -10.512 -1.474 -0.510
C -9.424 -1.432 -1.347
C -12.782 -2.222 0.049
H -4.656 -3.637 -6.352
H -3.869 -3.754 -4.746
H -3.929 -2.168 -5.476
H -4.671 -2.519 -2.825
H -6.800 -2.288 -1.470
H -9.104 -2.819 -4.899
H -6.916 -3.312 -6.227
H -10.273 -3.864 -3.533
H -12.456 -3.632 -2.248
H -10.541 -0.884 0.394
H -8.621 -0.816 -0.968
H -13.039 -1.227 0.412
H -12.591 -2.867 0.907
H -13.663 -2.602 -0.469
C 1.110 -7.162 -3.824
N 0.705 -6.189 -2.739
C 0.188 -6.586 -1.555
C -0.342 -5.640 -0.722
C -0.240 -4.218 -0.926
C 0.460 -3.845 -2.103
C 0.927 -4.864 -2.962
C -0.699 -3.176 0.072
C -1.012 -1.840 -0.302
C -1.585 -0.989 0.622
N -1.898 -1.462 1.888
C -1.625 -2.680 2.263
C -1.004 -3.570 1.379
C -2.432 -0.519 2.879
H 0.674 -8.139 -3.619
H 2.181 -7.035 -3.983
H 0.646 -6.779 -4.733
H 0.160 -7.652 -1.380
H -0.875 -6.071 0.113
H 0.515 -2.858 -2.537
H 1.428 -4.563 -3.870
H -0.866 -1.451 -1.299
H -1.785 0.049 0.404
H -1.867 -3.031 3.256
H -0.791 -4.553 1.774
H -2.525 -0.937 3.881
H -3.384 -0.075 2.588
H -1.784 0.358 2.881
C 8.199 -3.828 5.443
N 8.217 -3.377 4.030
C 8.669 -2.118 3.723
C 8.532 -1.644 2.394
C 7.853 -2.436 1.423
C 7.428 -3.717 1.809
C 7.628 -4.194 3.118
C 7.763 -1.960 0.016
C 6.508 -1.985 -0.585
C 6.370 -1.646 -1.954
N 7.497 -1.485 -2.723
C 8.765 -1.443 -2.157
C 8.873 -1.659 -0.766
C 7.385 -1.317 -4.231
H 7.864 -4.858 5.563
H 7.511 -3.145 5.942
H 9.196 -3.787 5.882
H 9.053 -1.580 4.577
H 8.972 -0.692 2.139
H 6.893 -4.265 1.047
H 7.183 -5.135 3.404
H 5.569 -2.259 -0.128
H 5.395 -1.607 -2.419
H 9.558 -1.104 -2.807
H 9.833 -1.660 -0.273
H 7.603 -2.266 -4.720
H 8.144 -0.666 -4.666
H 6.414 -0.910 -4.512
C -11.294 0.374 -6.047
N -9.885 0.382 -6.456
C -9.114 1.522 -6.198
C -7.744 1.461 -6.613
C -7.158 0.288 -7.051
C -8.079 -0.801 -7.378
C -9.374 -0.731 -7.069
C -5.729 0.325 -7.464
C -5.286 -0.185 -8.664
C -3.940 -0.245 -8.984
N -3.069 0.281 -8.137
C -3.385 0.754 -6.940
C -4.769 0.777 -6.591
C -1.598 0.193 -8.483
H -11.279 -0.369 -5.249
H -11.954 0.040 -6.848
H -11.616 1.356 -5.700
H -9.583 2.393 -5.763
H -7.076 2.293 -6.445
H -7.744 -1.739 -7.795
H -10.003 -1.602 -7.173
H -6.044 -0.587 -9.320
H -3.454 -0.711 -9.827
H -2.582 1.174 -6.354
H -5.160 1.162 -5.661
H -1.357 -0.860 -8.633
H -1.063 0.647 -7.649
H -1.414 0.737 -9.410
C -10.986 3.191 1.178
N -9.579 3.296 1.591
C -9.090 4.494 1.849
C -7.743 4.563 2.240
C -6.902 3.450 2.310
C -7.464 2.201 2.082
C -8.856 2.143 1.699
C -5.436 3.553 2.540
C -4.874 2.686 3.501
C -3.586 2.874 3.930
N -2.821 3.861 3.416
C -3.299 4.751 2.506
C -4.600 4.632 2.035
C -1.450 4.013 3.915
H -11.273 2.247 0.714
H -11.236 4.045 0.548
H -11.582 3.266 2.088
H -9.842 5.256 1.991
H -7.343 5.563 2.320
H -6.893 1.284 2.063
H -9.339 1.224 1.403
H -5.579 2.003 3.951
H -3.115 2.242 4.669
H -2.637 5.523 2.144
H -4.989 5.358 1.336
H -1.455 4.056 5.004
H -0.966 4.954 3.654
H -0.841 3.206 3.508
C 3.985 -1.221 5.649
N 3.441 -1.015 4.309
C 3.775 0.183 3.743
C 3.221 0.507 2.475
C 2.640 -0.506 1.707
C 2.594 -1.791 2.295
C 2.910 -2.030 3.629
C 2.232 -0.269 0.296
C 2.682 -1.073 -0.797
C 2.173 -0.852 -2.030
N 1.267 0.157 -2.272
C 0.740 0.900 -1.274
C 1.274 0.710 0.026
C 0.698 0.418 -3.584
H 3.409 -2.007 6.138
H 3.986 -0.313 6.252
H 5.031 -1.513 5.559
H 4.364 0.816 4.390
H 3.519 1.411 1.964
H 2.257 -2.663 1.753
H 2.675 -2.981 4.084
H 3.407 -1.853 -0.620
H 2.484 -1.352 -2.935
H -0.030 1.567 -1.631
H 0.779 1.225 0.836
H -0.261 -0.100 -3.626
H 1.467 -0.005 -4.230
H 0.558 1.474 -3.813
C 11.958 1.258 5.749
N 10.859 2.201 5.511
C 9.615 1.772 5.167
C 8.608 2.657 4.984
C 8.808 4.075 5.049
C 10.096 4.463 5.360
C 11.108 3.502 5.626
C 7.713 5.079 4.853
C 7.686 6.198 5.721
C 6.775 7.244 5.504
N 5.826 7.183 4.558
C 5.729 6.112 3.766
C 6.720 5.062 3.883
C 4.902 8.329 4.405
H 12.536 1.546 6.626
H 12.568 1.264 4.846
H 11.503 0.270 5.817
H 9.477 0.732 4.912
H 7.627 2.333 4.673
H 10.421 5.493 5.328
H 12.121 3.637 5.976
H 8.429 6.304 6.498
H 6.681 8.178 6.038
H 4.969 6.027 3.003
H 6.678 4.244 3.179
H 4.580 8.815 5.325
H 4.053 8.111 3.758
H 5.460 9.070 3.832
N 8.628 -0.971 6.710
S 7.759 -0.182 7.681
O 8.203 1.212 7.962
O 7.163 -0.929 8.762
F 6.523 0.097 6.699
S 9.732 -1.506 7.768
O 9.451 -2.790 8.456
O 10.475 -0.519 8.542
F 10.797 -2.014 6.668
N -1.140 1.267 5.394
S -1.523 0.418 6.546
O -0.792 0.704 7.780
O -1.923 -0.929 6.264
F -2.942 1.113 6.892
S 0.352 0.652 5.052
O 0.609 -0.767 5.072
O 1.460 1.475 5.562
F 0.306 0.954 3.444
N -0.603 -8.459 1.265
S -0.605 -7.600 2.764
O 0.287 -6.476 2.986
O -1.030 -8.368 3.917
F -1.956 -6.818 2.363
S 0.752 -8.942 1.553
O 1.004 -9.902 2.606
O 1.824 -8.012 1.113
F 0.698 -10.079 0.376
N 6.154 2.901 0.844
S 5.314 2.431 -0.516
O 4.881 1.065 -0.720
O 5.614 3.233 -1.628
F 3.917 3.087 0.013
S 6.952 1.663 0.978
O 7.867 1.342 -0.145
O 6.456 0.581 1.787
F 8.032 2.222 2.078
N 5.168 -6.085 4.262
S 3.825 -6.351 3.410
O 3.077 -5.184 2.900
O 2.957 -7.534 3.609
F 4.762 -6.723 2.058
S 4.540 -5.809 5.585
O 3.795 -6.887 6.260
O 4.366 -4.381 5.888
F 5.945 -6.067 6.420
N -0.200 5.370 1.291
S -0.696 4.230 0.173
O -1.397 3.068 0.673
O 0.004 4.043 -1.063
F -1.946 5.170 -0.239
S 1.216 4.818 1.327
O 2.162 5.510 0.473
O 1.449 3.372 1.671
F 1.679 5.531 2.732
N -2.277 1.168 -2.325
S -3.689 0.738 -2.300
O -4.363 0.344 -3.528
O -4.503 1.179 -1.188
F -3.251 -0.718 -1.834
S -2.601 2.587 -3.093
O -3.132 3.642 -2.228
O -2.823 2.556 -4.556
F -1.070 3.058 -3.164
N 0.773 -2.095 -5.215
S 1.304 -2.351 -6.617
O 0.797 -1.632 -7.712
O 1.882 -3.696 -6.803
F 2.777 -1.585 -6.435
S -0.788 -2.523 -5.719
O -1.006 -3.810 -6.356
O -1.530 -1.365 -6.142
F -1.421 -2.848 -4.255
N 0.017 -4.857 7.752
S 0.781 -3.677 8.077
O 0.117 -2.400 8.151
O 2.226 -3.672 7.799
F 0.869 -4.046 9.691
S 0.329 -4.898 6.091
O 1.650 -5.276 5.649
O -0.447 -3.886 5.400
F -0.574 -6.169 5.726
N 4.069 -3.709 -2.016
S 4.252 -4.932 -1.106
O 5.536 -5.202 -0.489
O 3.465 -6.133 -1.393
F 3.463 -4.301 0.148
S 4.740 -4.508 -3.409
O 3.943 -5.514 -4.080
O 6.161 -4.795 -3.361
F 4.606 -3.249 -4.379
*
```

=====

Record 2
The following is a quantum chemistry calculation of a single C25H30N2O6 molecule, from OMol25.

Calculated values
molecular weight: 454.5 g mol⁻¹
LUMO: -0.247 eV
SMILES: CCCOc1ccc(/C(O)=C2/C(=O)C(=O)N(CCN(C)C)[C@@H]2c2ccc(O)c(OC)c2)cc1
Kohn-Sham gap: 7.988 eV

The geometry in ORCA input format:
```
! wB97M-V def2-TZVPD RIJCOSX def2/J DEFGRID3
* xyz 0 1
C -5.497 -2.467 2.027
C -4.900 -1.432 1.083
C -5.258 -0.012 1.525
H -4.887 0.186 2.538
O -4.805 0.981 0.624
C -3.527 1.427 0.678
C -2.530 0.943 1.523
C -1.263 1.494 1.485
C -0.961 2.541 0.622
C -1.964 3.036 -0.210
C -3.220 2.477 -0.195
H -4.002 2.845 -0.840
H -1.742 3.857 -0.874
C 0.376 3.156 0.623
C 1.534 2.449 0.478
C 2.820 3.095 0.524
O 3.020 4.292 0.704
C 3.859 2.008 0.311
O 5.065 2.112 0.312
N 3.163 0.860 0.118
C 3.791 -0.406 -0.154
H 4.819 -0.205 -0.464
H 3.255 -0.893 -0.973
C 3.826 -1.299 1.095
N 4.565 -2.521 0.842
C 5.122 -3.085 2.054
H 5.775 -2.352 2.525
H 4.350 -3.391 2.779
H 5.716 -3.959 1.794
C 3.779 -3.500 0.125
H 4.404 -4.363 -0.096
H 3.434 -3.079 -0.817
H 2.901 -3.842 0.700
H 4.336 -0.741 1.883
H 2.795 -1.508 1.436
C 1.722 1.002 0.105
C 1.140 0.757 -1.273
C 1.782 1.259 -2.393
C 1.238 1.080 -3.653
C 0.036 0.412 -3.804
C -0.626 -0.089 -2.669
C -0.066 0.079 -1.416
H -0.562 -0.305 -0.538
O -1.813 -0.729 -2.938
C -2.589 -1.172 -1.853
H -2.859 -0.341 -1.196
H -2.067 -1.944 -1.278
H -3.489 -1.600 -2.292
O -0.500 0.245 -5.038
H -1.337 -0.229 -4.940
H 1.731 1.461 -4.532
H 2.716 1.790 -2.286
H 1.270 0.310 0.825
O 0.397 4.471 0.783
H 1.345 4.775 0.781
H -0.507 1.126 2.163
H -2.730 0.147 2.223
H -6.346 0.102 1.531
H -3.815 -1.547 1.047
H -5.281 -1.585 0.071
H -5.241 -3.470 1.697
H -5.118 -2.330 3.037
H -6.580 -2.380 2.053
*
```